Model P:
Entry from the Open Molecules 2025 dataset: the molecule C3H3NO (the ωB97M-V functional and the def2-TZVPD basis).

XYZ file:
```
8
Properties=species:S:1:pos:R:3
O 0.6265 -1.3582 -0.0072
H -2.0682 0.3076 0.2659
N -0.7386 -1.3045 0.1269
C -1.0379 -0.0297 0.1588
H 2.2299 -0.0333 -0.1764
C 0.1336 0.7729 0.0605
C 1.1591 -0.1225 -0.0905
H -0.3227 1.7314 -0.3505
```

Summary:
Structure (SMILES): c1cnoc1
Molecular weight: 69.06 Da
Charge: 0
E_HOMO: -0.3696 Ha
Frontier orbital gap: 11.11 eV

***

Model Q:
Entry from the Open Molecules 2025 dataset: the molecule C3H3NO (the ωB97M-V functional and the def2-TZVPD basis).

XYZ file:
```
8
Properties=species:S:1:pos:R:3
H 0.9355 0.7474 1.4199
O -0.1090 -1.4499 0.9988
H -0.2954 1.6097 0.4710
C -0.7712 -0.8829 -1.1166
C 0.4439 0.8050 0.4503
H 1.1804 1.0538 -0.3192
N -1.2189 -1.3276 -2.0841
C -0.1542 -0.5470 0.1970
```

Summary:
Structure (SMILES): CC(=O)C#N
Molecular weight: 69.06 Da
Charge: 0
E_HOMO: -0.4139 Ha
Frontier orbital gap: 10.94 eV

***

Most stable of them? model Q.

***

Model P:
Entry from the Open Molecules 2025 dataset: a cluster of 2 separate species, C6H12N2 in total (the ωB97M-V functional and the def2-TZVPD basis).

XYZ file:
```
20
Properties=species:S:1:pos:R:3
H 0.9223 -3.1354 -1.6787
H 1.3644 2.7396 -0.8470
H -0.8053 -1.9136 -0.4492
N -0.5402 2.5573 0.0849
H -1.0046 3.3862 -0.2507
C 0.7561 2.2487 -0.1039
C -1.0073 1.7722 1.1257
H -0.3348 -2.8357 -2.8374
H 1.1332 -1.8185 -2.8406
N 1.1439 1.2800 0.6834
C 0.4092 -2.3352 -2.2125
H 1.1889 -0.5261 2.3759
H -0.0389 0.1947 3.4555
C 0.0455 0.9347 1.4249
H 0.4424 -0.7646 -0.7242
H -2.0298 1.4128 1.1118
H -0.9688 -0.7214 -1.7970
C 0.1749 -0.1483 2.4441
C -0.2951 -1.3788 -1.2489
H -0.5557 -0.9484 2.2838
```

Summary:
Structure (SMILES): Cc1c[nH]cn1.CC
Molecular weight: 112.18 Da
Charge: 0
E_HOMO: -0.3184 Ha
Frontier orbital gap: 9.61 eV

***

Model Q:
Entry from the Open Molecules 2025 dataset: the molecule C6H12N2 (the ωB97M-V functional and the def2-TZVPD basis).

XYZ file:
```
20
Properties=species:S:1:pos:R:3
H -0.0665 -0.8131 -1.8327
H -0.5870 2.6683 -1.1804
N 0.6555 1.0562 1.9329
C -0.4232 -2.2593 0.4317
C 0.6991 -1.3690 0.0568
C -0.0184 0.8948 0.8607
H 0.0714 1.0863 2.7701
H 1.5331 -1.2929 0.7413
H 1.7198 -0.7622 -1.7504
H -1.8269 1.1356 -0.0721
H -0.2767 -3.2651 0.0177
N -1.3973 0.8063 0.7764
H -0.5131 -2.3486 1.5136
C 0.7502 1.0615 -0.5537
H -1.9239 0.9485 1.6239
C 0.7960 -0.6859 -1.1812
H 1.7696 1.2505 -0.2274
H -1.3688 -1.8661 0.0459
H 0.2394 1.8111 -2.5215
C 0.1676 1.9428 -1.4515
```

Summary:
Molecular weight: 112.18 Da
Charge: 0
E_HOMO (spin up / spin down): -0.2896 / -0.2596 Ha
Frontier orbital gap (spin up / spin down): 8.68 / 7.21 eV

***

Most stable of them? model P.